{
  "formula": "C3H8N3S",
  "method": "ωB97M-V/def2-TZVPD",
  "charge": 1,
  "e_above_lowest_kcal_mol": 38.8,
  "gap_ev": 9.57,
  "multiplicity": 1,
  "lumo_energy_ev": -4.495,
  "homo_ev": -14.06,
  "elements": ["C", "C", "C", "N", "N", "N", "S", "H", "H", "H", "H", "H", "H", "H", "H"],
  "xyz": [[-1.3110, -0.7110, 0.3453], [0.9505, -0.1573, -0.5066], [-0.4326, 1.3366, 0.9410], [-0.2355, 0.1227, 0.1587], [-1.5092, -1.6441, -0.4382], [2.0031, 0.6603, -0.3490], [1.0963, -1.3951, -1.8710], [-1.7625, -0.3899, 1.2545], [-0.1699, -1.9382, -2.2824], [0.1338, 1.3051, 1.8748], [0.0286, 2.2000, 0.3339], [-1.5457, 1.6429, 1.1557], [-2.1510, -2.3746, -0.5785], [2.9124, 0.1995, -0.5412], [1.9928, 1.1432, 0.5030]]
}